Record 1
A single C5H7N molecule at a distorted geometry. Source: the Open Molecules 2025 dataset; level of theory: ωB97M-V with the def2-TZVPD basis set.

Last column: natural (NBO) charge in e.
Atoms and positions in Å:
H 0.78422 0.78774 -2.27406  0.394
N 0.49392 0.42332 -1.39390  -0.651
H -0.49847 1.41670 1.68192  0.209
H 0.71897 -0.91236 2.23686  0.207
C -0.51514 0.80347 -0.46582  -0.063
H 1.06366 1.36603 0.84851  0.229
C 0.33908 -0.59241 1.26894  -0.160
C -0.38952 -0.61607 -0.95159  -0.100
C 0.13582 -1.39504 0.22300  -0.216
C 0.08870 0.86808 0.93918  -0.459
H -1.14231 -1.06773 -1.59946  0.199
H 0.32757 -2.46373 0.20604  0.212
H -1.40650 1.38201 -0.71962  0.199

Force components x, y, z for each atom (eV/Å):
H -0.8 0.0 -0.7
N 1.0 -0.2 0.6
H -0.1 -0.2 -0.1
H 0.0 0.0 -0.2
C -0.1 0.2 0.2
H -0.2 0.1 0.2
C 0.0 -0.1 -0.1
C -0.2 -0.2 0.1
C -0.1 0.1 0.2
C -0.1 0.0 0.1
H 0.2 0.2 0.0
H -0.1 0.1 0.0
H 0.4 0.0 -0.1

Calculated values
- maximum force (eV Å⁻¹) = 1.13
- ΔE to the lowest compared entry with this formula, charge and spin (kJ/mol) = 205.8
- HOMO energy (Eh) = -0.3235
- frontier orbital gap (eV) = 10.089
- SMILES = C1=C[C@@H]2N[C@@H]2C1

=====

Record 2
A single C5H7N molecule at a distorted geometry. Source: the Open Molecules 2025 dataset; level of theory: ωB97M-V with the def2-TZVPD basis set.

Last column: natural (NBO) charge in e.
Atoms and positions in Å:
H -0.50148 -0.59450 2.37911  0.229
H -1.22003 0.55156 -1.72422  0.174
H 1.33013 1.28607 1.68758  0.220
C 0.81335 0.58724 1.05210  -0.230
C -0.61362 -1.02952 0.20182  -0.022
N 0.18439 -0.53476 -0.75728  -0.353
H -1.42584 -1.70074 -0.03718  0.206
H 0.34724 0.23299 -2.70520  0.175
C -0.32631 -0.02929 -1.90222  -0.326
C -0.48869 -0.12565 1.39103  -0.493
H -1.35158 0.57873 1.37918  0.220
H 2.04878 0.51958 -0.79305  0.223
C 1.20367 0.25829 -0.17167  -0.022

Force components x, y, z for each atom (eV/Å):
H 0.1 -0.1 -0.1
H -0.3 -0.3 -0.6
H 0.0 -0.1 0.2
C 0.3 0.0 0.3
C -0.6 0.0 0.7
N 0.6 0.1 -0.3
H 0.0 0.3 -0.2
H 0.0 -0.1 0.1
C -0.6 -0.1 -0.9
C 0.1 0.0 0.1
H 0.4 0.0 0.1
H -0.1 0.2 0.2
C 0.1 0.0 0.5

Calculated values
- maximum force (eV Å⁻¹) = 1.08
- ΔE to the lowest compared entry with this formula, charge and spin (kJ/mol) = 394.3
- HOMO energy (spin up / spin down) (Eh) = -0.2517 / -0.2730
- frontier orbital gap (spin up / spin down) (eV) = 7.614 / 8.308

=====

Record 3
An isolated ion of composition C5H7N2 and charge +1 at a distorted geometry. Source: the Open Molecules 2025 dataset; level of theory: ωB97M-V with the def2-TZVPD basis set.

Last column: natural (NBO) charge in e.
Atoms and positions in Å:
N -1.94343 -0.90931 1.09786  -0.264
H -0.47089 1.91179 1.45700  0.280
H -1.50580 2.04702 -0.08129  0.291
C 1.46136 0.82502 -0.57848  -0.173
C 0.12240 -1.72915 -0.53078  -0.723
C -0.86950 1.39465 0.56201  -0.310
H 2.15620 0.89428 0.26181  0.208
C -1.60745 0.16743 1.04978  0.266
N 0.16865 0.82311 -0.17104  -0.266
H 0.62858 -2.35004 -1.19864  0.290
C 0.50669 -0.36622 -0.47162  0.541
H 1.77815 1.27429 -1.48524  0.233
H -0.89856 -1.87293 -0.42671  0.301
H 0.47360 -2.10996 0.51533  0.326

Force components x, y, z for each atom (eV/Å):
N -1.2 -1.9 0.9
H -0.2 0.2 -0.7
H 0.4 -0.4 0.7
C 3.7 -1.0 0.8
C 1.5 -0.6 3.2
C -2.2 0.5 1.9
H 0.4 0.0 -0.4
C 0.7 3.2 -1.0
N -2.8 -2.5 -0.2
H 0.8 -0.6 -1.4
C 1.1 2.6 -1.1
H -0.1 0.3 -0.9
H -1.9 -0.3 -0.5
H -0.3 0.5 -1.3

Calculated values
- net charge = +1
- maximum force (eV Å⁻¹) = 3.95
- ΔE to the lowest compared entry with this formula, charge and spin (kJ/mol) = 479.5
- HOMO energy (Eh) = -0.6032
- frontier orbital gap (eV) = 11.501
- SMILES = CC1=[N+](CC#N)C1

=====

Record 4
An isolated ion of composition C5H7N2 and charge +1 at a distorted geometry. Source: the Open Molecules 2025 dataset; level of theory: ωB97M-V with the def2-TZVPD basis set.

Last column: natural (NBO) charge in e.
Atoms and positions in Å:
H 1.74441 1.76027 0.07726  0.249
C -3.22470 0.50983 0.01747  0.196
H -4.17211 0.49904 0.34801  0.203
N -0.08494 -1.04014 -0.05656  -0.279
C 0.84778 1.04155 -0.07177  -0.281
H 2.82147 -1.00023 1.16395  0.267
C 1.03756 -0.28636 0.02133  0.092
N -2.44613 -0.52064 0.06662  -0.423
H -0.17004 1.53614 -0.11749  0.191
C -1.24374 -0.79278 -0.00573  0.756
H 2.30566 -1.86858 -0.58523  0.251
H -3.00710 1.42510 -0.37369  0.190
H 3.18179 -0.34432 -0.54432  0.258
C 2.41009 -0.91888 0.06014  -0.670

Force components x, y, z for each atom (eV/Å):
H -1.7 -1.4 -0.5
C 2.7 -2.7 -0.2
H -3.5 -1.1 1.2
N -3.2 -1.3 0.9
C 0.8 1.9 0.9
H -0.9 -0.4 -2.4
C 2.6 2.5 -0.8
N -2.3 0.9 0.7
H 1.3 -0.7 -0.1
C 2.3 0.1 -1.0
H 0.5 0.9 1.8
H 1.7 2.5 -1.1
H -1.2 -0.2 1.0
C 0.9 -0.9 -0.3

Calculated values
- net charge = +1
- maximum force (eV Å⁻¹) = 3.84
- ΔE to the lowest compared entry with this formula, charge and spin (kJ/mol) = 495.4
- HOMO energy (spin up / spin down) (Eh) = -0.5172 / -0.5171
- frontier orbital gap (spin up / spin down) (eV) = 7.465 / 7.463
- SMILES = C=[N+]=C=NC(=C)C

=====

Record 5
A 2-piece molecular cluster, C5H7N2P overall at a distorted geometry. Source: the Open Molecules 2025 dataset; level of theory: ωB97M-V with the def2-TZVPD basis set.

Last column: natural (NBO) charge in e.
Atoms and positions in Å:
H -0.21802 -0.75434 -2.18008  0.203
H 3.19943 0.19602 -0.17915  0.206
C 0.41287 -0.06190 -1.67019  -0.068
H -3.07793 -1.47542 1.88730  0.236
H -0.21971 -1.46867 2.16894  -0.084
N 1.67074 -0.29423 -1.33179  -0.368
C -0.04117 1.21834 -1.44470  0.241
H -2.96208 -0.40248 0.40762  0.230
C 2.21707 0.51205 -0.44778  -0.028
C -2.42425 -1.13796 0.98597  -0.929
C 1.60750 1.67428 -0.02129  0.001
H 2.17123 2.24572 0.61422  0.202
P -0.77565 -0.40156 1.54092  0.332
N 0.54100 2.06046 -0.72667  -0.395
H -2.10102 -1.91032 0.39668  0.221

Force components x, y, z for each atom (eV/Å):
H 0.2 -0.7 -0.5
H 0.6 0.2 0.6
C 0.2 0.5 -0.5
H 1.2 0.4 -1.7
H 0.3 -1.4 0.6
N -1.0 -1.7 -0.1
C -1.1 -0.1 -0.2
H -0.1 0.2 -0.1
C 0.2 -0.1 -0.3
C -0.4 1.5 3.5
C 0.2 -1.6 -2.2
H 0.5 2.0 1.7
P -1.1 1.6 -0.7
N 0.2 1.4 1.4
H 0.2 -2.3 -1.5

Calculated values
- maximum force (eV Å⁻¹) = 3.80
- ΔE to the lowest compared entry with this formula, charge and spin (kJ/mol) = 412.7
- HOMO energy (spin up / spin down) (Eh) = -0.3080 / -0.3069
- frontier orbital gap (spin up / spin down) (eV) = 7.455 / 7.984

=====

Record 6
A single C5H7N3 molecule at a distorted geometry. Source: the Open Molecules 2025 dataset; level of theory: ωB97M-V with the def2-TZVPD basis set.

Last column: natural (NBO) charge in e.
Atoms and positions in Å:
H 0.37777 -0.49860 1.40516  0.186
N -1.37547 0.27445 -0.63741  -0.244
H 0.58315 2.50297 0.85792  0.242
H 2.90091 -0.88567 0.74842  0.383
C -0.63092 -1.20332 -0.19672  -0.145
N 2.03350 -0.77504 -0.06729  -0.557
N -0.68577 1.29574 0.05742  -0.286
C 0.72977 -0.81256 0.42779  -0.082
H 1.00757 0.28230 -1.39187  0.204
C 0.55991 1.58689 0.14582  0.030
H -1.58184 -0.00630 1.37418  0.214
H -0.78247 -1.86095 -1.03049  0.223
C -1.86126 -0.59936 0.40604  -0.269
C 1.30328 0.37693 -0.39976  -0.121
H -2.91548 -1.19129 0.26863  0.223

Force components x, y, z for each atom (eV/Å):
H 1.4 0.0 0.6
N 2.6 -0.9 0.7
H 1.4 -1.6 -1.5
H -3.4 0.9 -3.0
C 0.3 1.4 -0.5
N 5.1 -2.0 3.4
N -2.3 2.4 -0.8
C -3.7 0.2 -0.8
H -0.3 0.1 -1.8
C -1.5 -0.8 1.4
H -1.5 -1.8 -1.0
H 0.3 -0.4 -0.1
C -0.8 -0.7 1.5
C -0.2 1.2 1.3
H 2.6 1.9 0.5

Calculated values
- maximum force (eV Å⁻¹) = 6.46
- ΔE to the lowest compared entry with this formula, charge and spin (kJ/mol) = 822.5
- HOMO energy (Eh) = -0.3148
- frontier orbital gap (eV) = 9.370
- SMILES = C1=NN2C[C@@H]2[C@H]2N[C@H]12

=====

Record 7
A single C5H7N3 molecule at a distorted geometry. Source: the Open Molecules 2025 dataset; level of theory: ωB97M-V with the def2-TZVPD basis set.

Last column: natural (NBO) charge in e.
Atoms and positions in Å:
C 2.04404 -1.40734 0.04719  0.055
H 1.57852 1.83935 -0.07704  0.211
H -1.87286 -1.93150 -0.24956  0.346
N -2.62567 -1.26872 -0.10027  -0.433
C -2.21047 0.01361 0.06429  -0.127
C 2.62407 -0.10047 -0.05606  -0.282
H 2.56301 -2.34655 0.07407  0.193
C 1.57534 0.76754 -0.01648  -0.318
C 0.39299 -0.05864 0.09138  0.370
H -2.61018 0.62008 -0.77449  0.224
N 0.73387 -1.37396 0.12394  -0.544
N -0.82946 0.48650 0.16992  -0.527
H 3.67075 0.11415 -0.15678  0.220
H -0.78189 1.49808 0.20028  0.393
H -2.72296 0.42746 0.95867  0.219

Force components x, y, z for each atom (eV/Å):
C 0.4 0.2 -0.1
H 0.1 0.2 0.0
H 0.4 -0.1 0.0
N -0.2 -1.4 -0.2
C 0.0 1.9 0.4
C 0.0 -0.1 0.0
H 0.2 -0.2 0.0
C -0.1 -0.1 0.0
C 0.8 -0.1 -0.1
H -0.2 -0.2 0.1
N -1.7 -0.2 0.1
N 0.2 0.2 0.1
H 0.2 0.1 0.0
H -0.1 -0.2 0.0
H 0.0 -0.1 -0.2

Calculated values
- maximum force (eV Å⁻¹) = 1.93
- ΔE to the lowest compared entry with this formula, charge and spin (kJ/mol) = 387.4
- HOMO energy (spin up / spin down) (Eh) = -0.2706 / -0.3362
- frontier orbital gap (spin up / spin down) (eV) = 6.784 / 8.451

=====

Record 8
C5H7N3 as an isolated structure at a distorted geometry. Source: the Open Molecules 2025 dataset; level of theory: ωB97M-V with the def2-TZVPD basis set.

Last column: natural (NBO) charge in e.
Atoms and positions in Å:
C -0.82607 1.72845 0.43685  -0.335
H -0.81621 2.56550 1.37686  0.217
N -2.18642 0.62706 0.53048  -0.622
H 3.16788 -1.56401 -1.22150  0.431
H -0.60249 0.18637 2.25545  0.224
C 0.07035 -0.63095 -0.09653  -0.209
C -0.83061 0.12828 0.92604  -0.055
N 1.92655 -1.51101 -0.99236  -0.414
H 1.24500 -1.88525 1.42113  0.236
C 1.11284 -1.34245 0.22733  -0.007
N 1.34046 -0.87906 -2.05406  -0.223
H -0.35196 -0.03690 -2.15011  0.202
C 0.24248 -0.43219 -1.44187  -0.060
H -2.85966 0.83701 1.52189  0.361
H -0.63214 2.20915 -0.73961  0.254

Force components x, y, z for each atom (eV/Å):
C -2.4 -0.3 1.3
H -0.1 -2.5 -3.0
N 1.0 1.8 3.1
H -5.3 -0.2 1.8
H -0.3 -0.9 -4.5
C -2.8 1.4 2.1
C 0.6 4.1 0.9
N 4.5 -0.6 0.5
H 0.3 1.8 -4.3
C 5.1 -3.8 3.0
N -1.0 -0.5 3.8
H -2.7 1.8 -1.6
C 0.9 0.4 -3.2
H 2.9 -0.6 -3.7
H -0.6 -2.0 3.8

Calculated values
- maximum force (eV Å⁻¹) = 6.99
- ΔE to the lowest compared entry with this formula, charge and spin (kJ/mol) = 863.8
- HOMO energy (Eh) = -0.3360
- frontier orbital gap (eV) = 9.862

=====

Number 1: E_tot -6786.379 eV. Number 2: E_tot -6784.426 eV. Number 3: E_tot -8267.808 eV. Number 4: E_tot -8267.642 eV. Number 5: E_tot -17562.443 eV. Number 6: E_tot -9760.863 eV. Number 7: E_tot -9765.373 eV. Number 8: E_tot -9760.435 eV.